(1)
Here is C6H13ClOSi in the gas phase in a non-equilibrium geometry from OMol25. Energies are from ωB97M-V/def2-TZVPD.

The geometry in ORCA input format:
```
! wB97M-V def2-TZVPD RIJCOSX def2/J DEFGRID3
* xyz 0 1
C -0.44797 2.62856 -1.82068
C -0.22133 1.35500 -2.14975
Si -0.00351 -0.12556 -0.97056
C -1.74510 -0.77250 -0.75460
Cl 1.33892 -1.02968 -2.05390
C 1.04850 -0.70997 0.81491
C 1.48670 -2.17551 0.79729
O 0.02811 -0.56071 1.83643
C -0.19488 0.78105 2.30859
H -0.55648 3.51792 -2.56949
H -0.50421 2.98776 -0.82106
H 0.11508 0.99465 -3.05069
H -1.83807 -1.53096 0.00263
H -2.46722 -0.06912 -0.48110
H -2.17038 -1.33062 -1.55685
H 1.88192 -0.10780 1.09073
H 0.72994 -2.83813 0.53237
H 2.21030 -2.16440 0.09296
H 1.95537 -2.27992 1.74564
H -1.21937 1.03003 2.16523
H 0.26554 1.50775 1.56043
H 0.30814 0.89218 3.28148
*
```

The HOMO energy comes out at -0.3153 Eh. The LUMO energy is 0.80 eV. For the gap between HOMO and LUMO, the calculation gives 0.3447 hartree. The SMILES is C=C[Si@@](C)(Cl)[C@H](C)OC. The energy above the lowest of the compared OMol25 structures with the same formula, charge and spin is 0.440 eV.

Mulliken charges, unit e, in atom order: number 1, C, carries -0.53; number 2, C, carries -0.46; number 3, Si, carries 0.74; number 4, C, carries -1.27; number 5, Cl, carries -0.32; number 6, C, carries -0.04; number 7, C, carries -1.72; number 8, O, carries -0.38; number 9, C, carries -0.76; number 10, H, carries 0.20; number 11, H, carries 0.22; number 12, H, carries 0.40; number 13, H, carries 0.36; number 14, H, carries 0.40; number 15, H, carries 0.44; number 16, H, carries 0.54; number 17, H, carries 0.33; number 18, H, carries 0.58; number 19, H, carries 0.42; number 20, H, carries 0.32; number 21, H, carries 0.26; number 22, H, carries 0.28

---

(2)
Here is C20H35CdN7O4S as an isolated structure from OMol25. Energies are from ωB97M-V/def2-TZVPD.

The geometry in ORCA input format:
```
! wB97M-V def2-TZVPD RIJCOSX def2/J DEFGRID3
* xyz 2 1
Cd -0.60718 0.08724 -0.39240
C -1.68321 -3.33225 0.01127
C -2.13145 -2.27913 1.02071
N -1.11522 -1.27385 1.38116
C -1.56145 -0.43453 2.50934
C -0.84832 0.92577 2.53971
N -0.86744 1.60465 1.23523
C -1.93059 2.61750 1.03198
C -3.37342 2.14082 1.20029
C -3.89360 1.01469 0.27820
N -2.95933 0.58891 -0.77853
C -3.55572 -0.46773 -1.60968
C -2.51797 -1.10900 -2.53110
N -1.27217 -1.52046 -1.84466
C -1.18577 -2.93580 -1.40706
H -2.53702 -4.00095 -0.10235
H -0.89343 -3.92755 0.47484
H -2.45588 -2.81925 1.91684
H -2.99681 -1.74019 0.64259
H -0.26111 -1.76567 1.63245
H -1.40779 -0.93970 3.46679
H -2.63295 -0.27392 2.39706
H 0.19727 0.77474 2.80586
H -1.30279 1.54772 3.31519
H 0.01688 2.10365 1.15142
H -1.78605 3.02143 0.02815
H -1.78826 3.43896 1.74054
H -3.98531 3.02823 1.03809
H -3.53418 1.85006 2.23960
H -4.83957 1.33414 -0.17065
H -4.12844 0.13304 0.87647
H -2.79167 1.39201 -1.38177
H -4.36591 -0.08038 -2.23576
H -3.99974 -1.22097 -0.95887
H -2.24549 -0.37147 -3.28837
H -2.98055 -1.95933 -3.03891
H -0.53550 -1.41731 -2.53267
H -0.13247 -3.20034 -1.46159
H -1.70620 -3.56337 -2.13533
O 3.55032 -2.08494 -1.00527
C 2.39829 -1.44648 -1.07774
O 1.48067 -1.60101 -0.30621
C 2.34824 -0.49724 -2.23824
C 3.32151 -0.50334 -3.23206
C 3.20092 0.40234 -4.27197
C 2.13853 1.29354 -4.26772
C 1.22445 1.23153 -3.22289
N 1.31560 0.33526 -2.24530
C 0.02883 2.13813 -3.08733
O -0.09308 3.18003 -3.88025
O -0.81894 1.90716 -2.25670
H 3.57657 -2.69953 -0.25904
H 4.13737 -1.20944 -3.19148
H 3.92768 0.41252 -5.07246
H 2.03655 1.99979 -5.08097
H 0.65185 3.34328 -4.47012
S 2.41851 1.27737 0.89083
C 3.29753 0.86470 2.26042
N 2.99905 -0.08350 3.16391
C 3.95280 -0.14149 4.27374
C 5.02746 0.87361 3.83776
N 4.45288 1.42992 2.61422
H 2.17033 -0.64261 3.12595
H 4.35463 -1.14689 4.38857
H 3.47854 0.14472 5.21285
H 5.98428 0.39449 3.63145
H 5.18392 1.65013 4.58418
H 4.85058 2.20750 2.11782
*
```

The HOMO energy comes out at -0.4994 Eh. The LUMO energy is -5.81 eV. For the gap between HOMO and LUMO, the calculation gives 0.2860 hartree. The energy above the lowest of the compared OMol25 structures with the same formula, charge and spin is 0.000 eV.

Mulliken charges, unit e, in atom order: number 1, Cd, carries 5.16; number 2, C, carries -0.80; number 3, C, carries -0.80; number 4, N, carries -0.47; number 5, C, carries -0.83; number 6, C, carries -0.58; number 7, N, carries -1.02; number 8, C, carries -1.22; number 9, C, carries -0.68; number 10, C, carries -0.99; number 11, N, carries -0.45; number 12, C, carries -0.96; number 13, C, carries -1.11; number 14, N, carries -0.70; number 15, C, carries -0.91; number 16, H, carries 0.43; number 17, H, carries 0.32; number 18, H, carries 0.52; number 19, H, carries 0.09; number 20, H, carries 0.18; number 21, H, carries 0.51; number 22, H, carries 0.28; number 23, H, carries 0.12; number 24, H, carries 0.51; number 25, H, carries 0.23; number 26, H, carries 0.43; number 27, H, carries 0.51; number 28, H, carries 0.42; number 29, H, carries 0.28; number 30, H, carries 0.61; number 31, H, carries 0.36; number 32, H, carries 0.27; number 33, H, carries 0.55; number 34, H, carries 0.51; number 35, H, carries 0.43; number 36, H, carries 0.43; number 37, H, carries 0.24; number 38, H, carries 0.36; number 39, H, carries 0.44; number 40, O, carries -0.49; number 41, C, carries -0.25; number 42, O, carries -0.49; number 43, C, carries 0.49; number 44, C, carries -0.80; number 45, C, carries -0.87; number 46, C, carries -0.96; number 47, C, carries 0.89; number 48, N, carries 0.50; number 49, C, carries 0.19; number 50, O, carries -0.47; number 51, O, carries -0.71; number 52, H, carries 0.42; number 53, H, carries 0.58; number 54, H, carries 0.48; number 55, H, carries 0.33; number 56, H, carries 0.30; number 57, S, carries -0.48; number 58, C, carries 0.27; number 59, N, carries 0.01; number 60, C, carries -0.52; number 61, C, carries -0.49; number 62, N, carries -0.14; number 63, H, carries 0.14; number 64, H, carries 0.30; number 65, H, carries 0.31; number 66, H, carries 0.30; number 67, H, carries 0.31; number 68, H, carries 0.20

---

(3)
Here is C16H18ClNSc as an isolated structure in a non-equilibrium geometry from OMol25. Energies are from ωB97M-V/def2-TZVPD.

The geometry in ORCA input format:
```
! wB97M-V def2-TZVPD RIJCOSX def2/J DEFGRID3
* xyz -1 1
C -3.42824 -1.62561 -0.85064
C -2.29581 -1.92274 -1.69043
C -1.64564 -0.68342 -2.00933
H -2.09479 -2.89551 -2.15311
C -2.38035 0.36142 -1.37399
C -3.45662 -0.21483 -0.64234
H -4.24836 0.32684 -0.12096
H -4.23004 -2.30041 -0.56061
H -0.95730 -0.53009 -2.84990
H -2.29036 1.42348 -1.58660
Sc -1.52742 -1.18646 0.48352
Cl -0.51148 -3.29523 0.64489
C 3.17504 -0.19102 -0.89416
C 2.56208 1.01338 -1.38046
C 1.91672 0.70084 -2.62151
H 2.63860 2.00067 -0.92150
C 2.12665 -0.69435 -2.89674
C 2.90750 -1.24504 -1.82474
H 3.20743 -2.29485 -1.72393
H 3.78097 -0.27837 0.01643
H 1.42491 1.42556 -3.28170
H 1.84783 -1.21272 -3.81846
C 1.41258 -1.30090 2.72988
C 0.60911 -0.08456 2.60629
C 0.66314 1.02239 3.47368
C -0.02876 2.07124 2.84901
C -0.49711 1.58556 1.61929
C -0.98432 2.44463 0.52520
N -0.24130 0.21395 1.55028
H 2.43178 -1.03301 3.04268
H 1.45378 -1.85557 1.78988
H 0.98658 -1.94683 3.50535
H 1.17014 1.04018 4.42232
H -0.17259 3.08220 3.19488
H -2.06044 2.31292 0.35879
H -0.82273 3.49813 0.80482
H -0.44118 2.26813 -0.41608
*
```

The HOMO energy comes out at -0.0938 Eh. The LUMO energy is 1.70 eV. For the gap between HOMO and LUMO, the calculation gives 0.1562 hartree.

Mulliken charges, unit e, in atom order: number 1, C, carries -0.39; number 2, C, carries -0.79; number 3, C, carries -0.09; number 4, H, carries 0.46; number 5, C, carries -0.43; number 6, C, carries -0.62; number 7, H, carries 0.37; number 8, H, carries 0.43; number 9, H, carries 0.40; number 10, H, carries 0.60; number 11, Sc, carries 0.95; number 12, Cl, carries -0.47; number 13, C, carries -0.54; number 14, C, carries -0.58; number 15, C, carries -0.57; number 16, H, carries 0.40; number 17, C, carries -0.59; number 18, C, carries -0.61; number 19, H, carries 0.36; number 20, H, carries 0.44; number 21, H, carries 0.41; number 22, H, carries 0.40; number 23, C, carries -1.20; number 24, C, carries 0.32; number 25, C, carries -0.74; number 26, C, carries -0.65; number 27, C, carries 0.42; number 28, C, carries -1.03; number 29, N, carries -0.02; number 30, H, carries 0.31; number 31, H, carries 0.24; number 32, H, carries 0.26; number 33, H, carries 0.45; number 34, H, carries 0.43; number 35, H, carries 0.17; number 36, H, carries 0.36; number 37, H, carries 0.15